Molecular formula: C3H4NO
Method: DFT, ωB97M-V/def2-TZVPD

Last column: Mulliken charge in e.
Cartesian coordinates (Å):
C -0.29616 -1.29001 -0.33082  0.6306
C -0.41397 0.32201 0.67665  -0.2643
C 0.55503 0.41276 -0.45038  0.0022
N -0.81653 -1.08226 0.73287  -0.2464
O 0.25880 -1.11343 -1.39559  -0.2462
H 0.13184 0.72451 1.53362  0.2811
H -1.40395 0.86180 0.83789  0.3105
H 0.44605 1.07072 -1.26552  0.2739
H 1.53887 0.09390 -0.33871  0.2586

Computed properties:
- LUMO energy (eV) = -6.885
- total charge = +1
- multiplicity = 1
- energy relative to the best compared isomer or geometry (same formula, charge and spin) (kcal/mol) = 91.1
- orbital gap (eV) = 10.1
- HOMO level (eV) = -16.97

---

Molecular formula: C3H4NO
Method: DFT, ωB97M-V/def2-TZVPD

Last column: Mulliken charge in e.
Cartesian coordinates (Å):
C -0.17535 1.21006 -0.19683  0.3924
C 0.90458 0.29152 -0.02358  -0.1342
C -0.26493 -0.77488 0.00795  -0.3167
N -1.37085 1.27923 0.14965  -0.1154
O -1.70377 -0.02866 0.39741  -0.0834
H 1.53245 0.21130 -0.88952  0.2826
H 1.51757 0.46825 0.90043  0.3092
H -0.42938 -1.07441 -1.04451  0.3161
H -0.01033 -1.58243 0.69899  0.3495

Computed properties:
- LUMO energy (eV) = -8.344
- total charge = +1
- multiplicity = 1
- energy relative to the best compared isomer or geometry (same formula, charge and spin) (kcal/mol) = 127.4
- orbital gap (eV) = 8.6
- HOMO level (eV) = -16.90

---

Molecular formula: C3H4NO
Method: DFT, ωB97M-V/def2-TZVPD

Last column: Mulliken charge in e.
Cartesian coordinates (Å):
C -0.51899 0.22519 -0.92176  0.7629
C -0.74845 0.35555 0.66349  -0.3705
C 1.05813 -0.48181 -0.28967  -0.6553
N -1.62597 0.52961 -0.50768  -0.1169
O 0.51159 -0.18933 -1.57983  -0.1766
H -0.91752 -0.32762 1.44410  0.3421
H -0.50064 1.19005 1.29384  0.3253
H 1.74023 0.16305 0.01308  0.4488
H 1.00163 -1.46469 -0.11558  0.4400

Computed properties:
- LUMO energy (spin up / spin down) (eV) = -4.584 / -10.045
- total charge = +1
- multiplicity = 3
- energy relative to the best compared isomer or geometry (same formula, charge and spin) (kcal/mol) = 119.0
- orbital gap (spin up / spin down) (eV) = 8.9 / 7.5
- HOMO level (spin up / spin down) (eV) = -13.53 / -17.50

---

> total charge of number 2 (C3H4NO)?

+1

---

> total charge of number 1 (C3H4NO)?

+1